Computed, not measured: a 11-piece molecular cluster, C41H97N7O11S4 overall in a non-equilibrium geometry, with the ωB97M-V functional and the def2-TZVPD basis.

Calculated values
- HOMO-LUMO gap (eV) = 8.34
- F_max (eV/Å) = 3.45
- highest occupied orbital energy (eV) = -8.045

Each line ends with the Mulliken charge.
Geometry (Å):
C 0.74528 4.82711 -1.41407  -1.02
S -0.66569 4.34671 -0.38092  0.94
O -0.32605 4.76236 1.01246  -0.76
C -1.91434 5.52430 -1.00877  -1.20
H 1.13426 5.72922 -0.96166  0.51
H 0.49359 4.99017 -2.48754  0.45
H 1.46254 4.05917 -1.36177  -0.02
H -2.04627 5.26363 -2.06404  0.35
H -1.68061 6.59462 -0.86390  0.32
H -2.84671 5.24505 -0.58657  0.41
C -0.82183 0.74585 1.15268  2.09
S -1.05755 -0.89721 0.53349  0.45
O -1.75711 -1.75870 1.58431  -0.58
C -2.15808 -0.44684 -0.78863  -0.05
H -0.23415 1.27777 0.39779  -1.00
H -0.28200 0.83306 2.05161  -0.38
H -1.85609 1.16507 1.27223  -0.97
H -2.99883 0.17575 -0.44059  -0.09
H -2.58317 -1.32931 -1.21459  0.70
H -1.68331 0.02401 -1.59145  -0.36
C -0.45753 4.39963 4.53912  -0.84
S -1.63079 3.11241 4.80009  0.46
O -0.98373 2.03258 3.99017  -0.29
C -1.26882 2.79522 6.59284  -1.09
H -0.71288 5.30421 5.06135  0.61
H -0.54263 4.52059 3.42944  0.05
H 0.53166 4.01233 4.83846  0.20
H -1.79076 3.47777 7.30297  0.39
H -0.18818 2.95361 6.81565  0.34
H -1.60018 1.79396 6.88466  0.28
C -1.49334 -5.89472 -1.13334  -1.00
S -0.19805 -4.79519 -1.60375  0.67
O -0.89311 -3.45192 -1.88598  -0.77
C 0.49127 -4.73258 0.01972  -0.56
H -1.14872 -6.86878 -0.77115  0.44
H -2.14110 -6.08290 -2.00546  0.40
H -2.11966 -5.33185 -0.39738  0.06
H 1.41340 -4.14241 -0.07857  0.27
H 0.71051 -5.75289 0.32519  0.57
H -0.17362 -4.23347 0.72092  -0.28
C 1.59360 -0.19277 5.35803  -1.17
C 0.96003 -0.82417 4.11599  0.59
O 1.50604 -0.57671 3.01777  -0.70
N -0.30133 -1.33273 4.10365  1.16
C -1.18926 -1.66229 5.17025  -1.10
H 1.51931 -0.83480 6.23838  0.47
H 1.03464 0.68703 5.66319  -0.07
H 2.64871 -0.01412 5.04005  0.31
H -0.59635 -1.65183 3.20395  -0.52
H -1.25486 -0.88128 5.92377  0.26
H -0.81471 -2.54273 5.62557  0.43
H -2.15622 -1.84626 4.79478  0.19
C -7.11978 1.40995 -1.08473  -1.28
C -5.65252 1.49591 -1.44283  0.56
O -4.80423 1.43021 -0.53790  -0.57
N -5.43380 1.62822 -2.74085  -0.15
C -4.13853 1.99670 -3.37349  -0.48
H -7.25505 0.58425 -0.29803  0.27
H -7.80627 1.14485 -1.88982  0.40
H -7.56067 2.32129 -0.68565  0.28
H -6.22415 1.64579 -3.36685  0.23
H -4.02297 3.05662 -3.45847  0.28
H -4.01065 1.45330 -4.30307  0.34
H -3.28973 1.68631 -2.71041  -0.07
C -4.23669 -4.18386 2.24790  -0.71
C -3.15808 -4.96030 2.90951  0.75
O -3.40699 -5.96153 3.58074  -0.72
N -1.92762 -4.36615 2.92269  0.66
C -0.76937 -4.99497 3.54627  -1.02
H -4.60340 -4.81626 1.37860  0.25
H -3.91727 -3.26644 1.82995  -0.08
H -5.05093 -4.00879 2.97562  0.32
H -1.90593 -3.53499 2.32328  -0.20
H 0.11021 -4.37653 3.27069  0.28
H -0.61788 -6.01418 3.11638  0.34
H -0.83420 -5.10968 4.63846  0.30
C 0.57050 0.71418 -2.50254  1.50
C -0.26413 1.22823 -3.59632  0.34
O -0.79973 2.35709 -3.54425  -0.71
N -0.50681 0.32721 -4.55646  0.41
C -1.50175 0.45682 -5.51866  -1.29
H 0.15159 1.10836 -1.61288  -1.27
H 1.58487 1.16379 -2.69828  0.61
H 0.60521 -0.37360 -2.54484  -0.28
H -0.13855 -0.60740 -4.44092  -0.19
H -1.07456 0.68086 -6.50066  0.37
H -2.08536 1.33268 -5.29531  0.45
H -2.21509 -0.35117 -5.67963  0.32
C -5.13442 1.48230 5.02996  -1.39
C -4.42258 0.48241 4.17741  0.92
O -4.34450 -0.68134 4.57483  -0.69
N -3.98843 0.82692 2.96216  0.24
C -4.03214 2.17440 2.40287  -0.57
H -5.66773 0.92871 5.79766  0.37
H -5.82180 2.09010 4.51149  0.46
H -4.48218 2.06832 5.60864  0.23
H -3.80548 0.07784 2.37921  0.08
H -4.78889 2.79071 2.93312  0.40
H -4.32194 2.06151 1.38235  0.11
H -3.03851 2.70478 2.36897  -0.04
C 4.56417 3.71597 4.07514  -2.12
C 3.98297 3.46700 2.62091  1.86
C 4.58815 4.51059 1.74149  -1.28
C 4.30785 4.19802 0.27026  0.59
C 4.92846 2.90894 -0.03216  -1.65
C 4.34613 1.76006 0.81191  2.28
N 4.50952 2.15600 2.23409  0.05
O 3.99265 1.16785 3.11467  -0.42
C 2.88322 1.38282 0.39776  -1.24
C 5.23730 0.53075 0.65454  -1.93
C 2.47203 3.68443 2.67058  -0.88
H 5.61382 3.60716 3.93328  0.62
H 4.27532 4.72197 4.40021  0.37
H 4.16347 2.97654 4.80689  0.25
H 4.22969 5.56558 1.92490  0.39
H 5.69954 4.49064 1.96466  0.26
H 3.25013 4.20786 0.02177  -0.48
H 4.66727 5.06683 -0.35441  0.39
H 6.02442 2.91746 0.08442  0.44
H 4.84114 2.68897 -1.08203  0.46
H 2.25333 2.32400 0.18966  -0.50
H 2.36610 0.75430 1.11423  0.44
H 2.93067 0.88324 -0.54617  0.49
H 4.85147 -0.09672 -0.12745  0.28
H 5.37577 -0.17022 1.49936  0.27
H 6.22462 0.84402 0.32034  0.43
H 1.92701 3.69398 1.69070  -0.48
H 1.91555 2.93334 3.26075  0.16
H 2.34242 4.72038 3.00649  0.62
H 3.12166 0.85645 2.75845  0.38
C 2.93982 -2.53647 -2.46436  -1.77
C 2.90962 -2.49073 -3.97036  2.11
C 4.09552 -3.26182 -4.54386  -1.34
C 3.81760 -3.67946 -6.03374  -0.58
C 2.65894 -4.57122 -6.05214  -1.18
C 1.36744 -3.82811 -5.76689  1.37
N 1.61540 -3.24594 -4.40250  0.37
O 0.49499 -2.43985 -4.01799  -0.10
C 1.08393 -2.79076 -6.88626  -1.52
C 0.27018 -4.89128 -5.74282  -2.02
C 2.87625 -1.01699 -4.45523  -2.10
H 2.16721 -1.90491 -2.05223  0.16
H 3.98707 -2.25240 -2.27818  0.55
H 2.75605 -3.57992 -2.19996  0.17
H 4.92255 -2.57292 -4.57605  0.45
H 4.43352 -4.09760 -3.87130  0.30
H 4.78748 -4.15736 -6.32296  0.34
H 3.72334 -2.78336 -6.66631  0.35
H 2.80804 -5.37938 -5.38514  0.40
H 2.53712 -4.97408 -7.10651  0.42
H 0.03714 -2.38736 -6.74687  0.25
H 1.74175 -1.95234 -7.13870  0.27
H 0.93253 -3.37353 -7.77119  0.54
H 0.25808 -5.59771 -4.96642  0.35
H -0.71836 -4.36755 -5.61333  0.32
H 0.29713 -5.41299 -6.68340  0.48
H 3.20765 -0.91722 -5.46897  0.42
H 3.56138 -0.45405 -3.84983  0.55
H 1.87571 -0.68696 -4.27598  0.45
H 0.15081 -2.74218 -3.14218  0.03